116
Properties=species:S:1:pos:R:3:forces:R:3:lowdin_charge:R:1 method="wB97M-V/def2-TZVPD" homo_energy_ev=-6.98 homo_lumo_gap_ev=6.196 e_tot_ha=-5221.466062 lumo_energy_ev=-0.78
C 1.788 2.230 4.883 -0.949 -0.782 0.151 -0.12
C 1.869 1.902 3.262 1.127 -0.669 0.507 -0.19
C 1.290 0.371 2.913 -0.492 2.562 0.452 -0.17
F 2.036 -0.541 3.809 -1.770 1.305 -1.963 -0.10
C -0.355 0.401 3.215 -3.109 1.410 0.625 -0.03
N -0.964 1.779 3.220 -2.232 -5.700 1.035 0.10
C -2.432 1.789 3.519 -0.312 -0.557 0.044 -0.12
C -3.181 3.278 3.539 -2.725 -2.404 1.152 -0.26
P -2.274 4.943 3.184 -1.270 0.380 -0.275 0.91
C -1.388 5.454 4.798 0.685 -1.580 1.421 -0.42
C -2.441 5.389 6.096 0.743 0.031 -0.037 -0.18
C -1.087 4.814 1.694 1.410 0.459 -0.787 -0.44
C -1.887 5.085 0.250 0.807 -0.915 -0.058 -0.19
C -4.805 3.427 3.906 2.727 -3.657 -0.194 -0.06
C -5.637 2.054 4.250 3.949 -1.622 -0.855 -0.08
C -4.871 0.593 4.181 0.563 3.397 -0.339 -0.02
C -3.249 0.416 3.811 -2.075 1.046 0.344 -0.14
N -2.736 -0.994 3.791 5.108 5.861 -1.392 0.09
C -1.265 -0.926 3.478 -0.941 0.256 0.175 -0.08
C -0.494 -2.409 3.395 -1.214 -0.093 0.338 -0.05
B -1.576 -3.577 3.928 -0.640 -0.800 1.463 -0.42
O -2.728 -4.062 3.134 0.987 1.886 2.342 0.01
O -1.330 -4.145 5.300 -1.594 0.273 -3.293 0.03
H 2.831 2.261 5.415 -1.957 -0.045 -1.220 0.07
H 1.210 3.224 5.110 1.169 -1.882 -0.555 0.05
H 1.164 1.344 5.385 1.386 2.020 -0.914 0.08
H 1.409 2.733 2.580 0.811 -1.990 1.497 0.07
H 3.028 1.842 3.010 -2.438 0.076 0.266 0.11
H 1.501 0.209 1.764 -0.353 -0.340 2.407 0.12
H -0.892 6.511 4.702 -1.048 -2.089 0.029 0.08
H -0.567 4.627 5.033 -1.405 1.957 -0.387 0.06
H -3.030 4.366 6.111 1.113 2.224 -0.195 0.06
H -1.752 5.391 7.051 -1.461 0.139 -1.781 0.07
H -3.167 6.318 6.129 1.426 -2.042 -0.188 0.08
H -0.426 3.848 1.661 -1.344 1.885 -0.063 0.05
H -0.330 5.730 1.791 -1.582 -1.969 0.171 0.09
H -1.257 5.835 -0.423 -1.475 -1.453 1.573 0.07
H -1.865 4.051 -0.344 -0.443 2.285 1.263 0.07
H -2.981 5.479 0.432 2.242 -0.819 -0.451 0.06
H -5.343 4.489 3.943 1.597 -2.460 -0.169 0.07
H -6.790 2.067 4.552 2.876 0.012 -0.783 0.09
H -5.500 -0.385 4.420 1.562 2.315 -0.582 0.08
H 0.419 -2.491 4.122 -1.533 0.621 -1.717 0.11
H -0.239 -2.683 2.272 -0.248 0.880 2.280 0.12
H -3.517 -3.530 3.465 1.366 -0.918 -0.734 0.11
H -2.002 -4.860 5.507 1.061 1.284 -0.514 0.10
C -7.778 6.853 3.464 -0.068 -0.032 0.114 -0.28
S -6.252 7.584 2.825 0.422 -0.167 0.341 0.80
O -5.114 7.027 3.629 -0.806 0.310 -0.232 -0.59
C -6.581 9.255 3.434 -0.007 0.084 0.097 -0.27
H -7.776 5.785 3.231 0.099 0.158 -0.046 0.04
H -7.832 6.987 4.547 0.093 0.025 -0.081 0.06
H -8.638 7.325 2.984 0.092 -0.025 -0.013 0.05
H -6.710 9.239 4.519 0.040 -0.090 -0.079 0.06
H -7.482 9.647 2.955 0.068 -0.069 -0.014 0.05
H -5.731 9.892 3.180 -0.068 -0.196 -0.023 0.05
C 3.699 5.780 -0.076 -0.011 0.125 0.107 -0.27
S 3.270 4.031 0.094 -0.343 -0.086 0.284 0.83
O 2.168 3.934 1.106 0.713 0.445 -0.654 -0.57
C 4.807 3.544 0.914 0.037 -0.017 0.134 -0.27
H 2.858 6.302 -0.538 0.058 -0.185 0.056 0.05
H 3.898 6.213 0.907 -0.044 -0.101 -0.039 0.06
H 4.580 5.880 -0.715 -0.072 -0.074 0.022 0.05
H 4.936 4.117 1.835 -0.095 -0.004 -0.068 0.06
H 5.650 3.719 0.242 -0.112 -0.007 -0.012 0.05
H 4.751 2.480 1.154 -0.116 0.137 -0.107 0.05
C 0.230 -0.507 -2.661 -0.128 0.158 0.032 -0.28
S 0.729 -0.819 -0.950 0.151 0.122 -0.253 0.81
O 1.648 0.293 -0.538 -0.151 -0.376 -0.099 -0.57
C 1.755 -2.263 -1.319 0.119 -0.070 0.061 -0.26
H -0.397 0.388 -2.682 0.110 -0.043 0.222 0.05
H 1.113 -0.345 -3.284 -0.028 -0.104 0.134 0.06
H -0.342 -1.358 -3.035 0.191 0.041 0.079 0.03
H 2.542 -1.991 -2.026 -0.135 0.049 0.022 0.06
H 1.131 -3.055 -1.738 -0.010 0.180 -0.038 0.03
H 2.208 -2.614 -0.389 -0.111 0.172 -0.008 0.05
C 0.052 -5.488 -3.562 -0.036 0.032 0.101 -0.26
S 0.463 -4.358 -4.914 -0.061 -0.125 -0.089 0.82
O 0.474 -2.968 -4.352 -0.175 -0.352 -0.027 -0.58
C -1.095 -4.570 -5.809 -0.105 0.076 -0.017 -0.26
H 0.877 -5.490 -2.847 -0.020 0.019 -0.212 0.05
H -0.861 -5.155 -3.062 0.044 0.082 -0.104 0.06
H -0.085 -6.497 -3.959 0.128 0.125 -0.039 0.06
H -1.935 -4.294 -5.168 0.109 0.006 0.030 0.06
H -1.192 -5.610 -6.130 0.107 0.066 0.060 0.06
H -1.081 -3.921 -6.688 0.129 -0.052 0.158 0.02
C 4.299 -5.197 -6.425 -0.075 0.106 0.040 -0.27
S 3.870 -6.946 -6.255 -0.062 0.062 0.289 0.81
O 2.768 -7.043 -5.242 0.414 0.132 -0.203 -0.59
C 5.407 -7.433 -5.434 -0.033 -0.073 0.077 -0.27
H 3.458 -4.675 -6.886 0.059 -0.163 0.062 0.04
H 4.498 -4.764 -5.441 -0.046 -0.113 -0.033 0.06
H 5.180 -5.097 -7.063 -0.077 -0.085 0.027 0.05
H 5.536 -6.860 -4.513 -0.091 -0.026 -0.077 0.05
H 6.250 -7.258 -6.106 -0.118 0.003 -0.012 0.05
H 5.351 -8.497 -5.194 -0.075 0.149 -0.019 0.05
C 0.377 0.293 -6.817 0.080 0.069 0.005 -0.26
S -0.532 -1.042 -7.632 0.229 0.079 -0.422 0.79
O 0.124 -1.290 -8.958 -0.324 0.211 0.611 -0.56
C -2.033 -0.081 -7.939 -0.058 0.078 -0.078 -0.27
H 1.376 -0.070 -6.564 -0.195 -0.081 -0.059 0.05
H 0.463 1.150 -7.489 -0.060 -0.134 -0.034 0.06
H -0.144 0.583 -5.902 0.012 -0.099 -0.056 0.05
H -1.796 0.800 -8.540 0.066 -0.101 0.032 0.06
H -2.473 0.222 -6.986 0.071 -0.068 -0.033 0.05
H -2.744 -0.709 -8.481 0.179 -0.001 0.079 0.05
C 6.077 -8.164 -0.081 0.087 0.087 -0.022 -0.27
S 5.168 -9.499 -0.896 0.170 0.022 -0.437 0.81
O 5.824 -9.747 -2.223 -0.312 0.288 0.574 -0.57
C 3.667 -8.537 -1.203 -0.048 0.062 -0.073 -0.27
H 7.076 -8.527 0.172 -0.179 -0.056 -0.080 0.05
H 6.163 -7.306 -0.753 -0.047 -0.118 -0.015 0.05
H 5.556 -7.873 0.834 0.004 -0.078 -0.070 0.05
H 3.904 -7.656 -1.804 0.048 -0.105 0.000 0.05
H 3.227 -8.234 -0.250 0.075 -0.074 -0.025 0.05
H 2.956 -9.166 -1.745 0.188 0.014 0.063 0.05

11
Properties=species:S:1:pos:R:3:forces:R:3:nbo_charge:R:1 method="wB97M-V/def2-TZVPD" total_charge=+1 homo_energy_ev=-12.15 homo_lumo_gap_ev=8.514 e_tot_ha=-230.109084 lumo_energy_ev=-3.63
Cs -1.722 -6.379 2.363 0.111 0.175 0.252 0.99
N -4.963 -5.869 -0.241 -0.259 -0.066 0.130 -0.49
C -4.262 -6.967 0.179 -0.071 -0.156 -0.571 -0.14
C -3.047 -6.910 -0.459 0.496 -0.249 0.492 -0.34
C -2.997 -5.740 -1.237 0.178 0.440 -0.149 -0.32
C -4.214 -5.122 -1.104 -0.243 0.000 0.387 -0.04
H -5.899 -5.633 0.043 0.012 -0.114 -0.105 0.43
H -4.712 -7.802 0.692 -0.143 0.201 0.235 0.23
H -2.217 -7.584 -0.306 -0.171 -0.324 -0.345 0.21
H -2.142 -5.390 -1.790 -0.126 0.029 -0.190 0.24
H -4.641 -4.219 -1.504 0.216 0.065 -0.135 0.23

9
Properties=species:S:1:pos:R:3:forces:R:3:nbo_charge:R:1 method="wB97M-V/def2-TZVPD" homo_energy_ev=-9.65 smiles=CO.O homo_lumo_gap_ev=10.046 e_tot_ha=-192.138591 lumo_energy_ev=0.40
C 0.633 -0.449 -1.391 2.011 -2.060 0.079 -0.23
O -0.662 -0.319 -1.021 -2.549 0.388 -0.378 -0.74
H 0.715 -0.695 -2.463 -0.244 0.632 0.219 0.17
H 1.272 0.383 -1.115 0.167 0.297 -0.144 0.16
H 1.045 -1.382 -0.923 0.196 0.660 -0.066 0.14
H -0.803 0.049 -0.150 0.422 0.098 0.407 0.49
O -0.662 0.702 1.922 -0.412 -1.549 4.233 -0.95
H -0.813 1.595 2.300 0.126 -0.561 -0.551 0.48
H -0.725 0.116 2.842 0.284 2.094 -3.799 0.48

35
Properties=species:S:1:pos:R:3:forces:R:3:mulliken_spin:R:1 method="wB97M-V/def2-TZVPD" multiplicity=2 total_charge=+2 homo_energy_ev="-15.10 / -15.10" homo_lumo_gap_ev="9.278 / 2.989" e_tot_ha=-601.353499 lumo_energy_ev="-5.82 / -12.11"
Rb 0.512 -1.900 0.480 -0.157 -0.153 0.494 0.00
C -0.115 -2.233 -4.168 -2.587 0.986 -0.589 0.01
C 0.414 -0.860 -3.639 -1.423 -0.317 -1.663 -0.01
C -0.563 0.389 -3.533 2.037 -2.906 -0.560 0.08
O 0.251 1.456 -3.171 -1.721 0.807 -0.312 0.68
C -0.486 2.655 -2.892 1.291 0.893 2.748 0.01
N 1.033 -1.163 -2.364 -0.535 0.639 -0.618 0.00
H -0.981 -2.627 -3.636 0.060 0.096 0.705 0.00
H 0.584 -3.067 -4.238 0.562 0.544 0.003 0.00
H -0.582 -2.092 -5.142 0.446 -0.051 -0.370 0.00
H 1.094 -0.635 -4.460 0.582 0.656 0.367 0.00
H -1.504 0.173 -3.026 -0.109 0.645 0.775 0.04
H -0.903 0.752 -4.503 -0.318 0.039 -1.013 0.10
H -1.259 2.451 -2.151 -0.729 -0.292 -0.878 0.01
H -0.688 3.377 -3.683 -0.278 -0.725 -0.849 0.04
H 0.211 3.234 -2.286 0.510 0.132 -0.092 0.03
H 1.889 -0.628 -2.352 0.625 -0.555 0.398 0.00
H 1.133 -2.126 -2.651 1.619 -0.453 1.544 0.00
C 0.497 -0.498 5.407 -1.302 1.667 -0.169 0.00
C 0.087 -0.698 3.945 -1.988 0.150 0.180 0.00
C -0.218 0.601 3.165 -0.529 -0.172 1.202 0.00
O -0.825 0.397 1.860 0.512 -0.212 0.902 0.00
C -1.123 1.617 1.218 0.293 0.211 -0.705 0.00
N 1.122 -1.478 3.393 1.306 -0.462 -1.867 0.00
H 0.863 -1.425 5.847 0.007 0.184 0.021 0.00
H -0.324 -0.116 6.015 -0.034 -0.112 0.140 0.00
H 1.243 0.296 5.392 0.444 -0.228 0.386 0.00
H -0.755 -1.385 3.864 -0.860 0.586 0.371 0.00
H 0.624 1.291 3.121 0.686 -0.307 -0.525 0.00
H -0.847 1.154 3.863 -0.859 0.094 -0.390 0.00
H -0.232 2.240 1.144 0.069 0.360 0.490 0.00
H -1.978 2.167 1.612 0.144 -0.068 0.467 0.00
H -1.360 1.431 0.171 -0.255 -0.542 -0.096 0.00
H 1.376 -1.977 4.234 1.294 -0.685 -0.776 0.00
H 1.807 -0.773 3.161 1.197 -0.451 0.279 0.00

| no. | largest force on an atom (eV/A) |
| --- | --- |
| 1 | 7.90 |
| 2 | 0.74 |
| 3 | 4.53 |
| 4 | 3.59 |